# 1
The following is a quantum chemistry calculation of an isolated molecule of C4H10BrNO, from the Open Molecules 2025 dataset.

Calculated values
ΔE to the lowest compared entry with this formula, charge and spin   3.7705 eV
LUMO   0.40 eV
Charge   0
SMILES string   CCON(Br)CC

Each line ends with the natural charge from an NBO analysis.
Cartesian coordinates (Å):
C: 1.358 -0.438 -2.073  -0.658
C: 1.565 0.140 -0.648  -0.065
O: 0.718 -0.548 0.298  -0.417
N: -0.685 -0.483 -0.043  -0.196
Br: -1.231 -2.188 -0.801  0.094
C: -1.556 -0.225 1.257  -0.216
C: -1.283 1.226 1.716  -0.627
H: 1.545 -1.490 -2.166  0.215
H: 0.368 -0.412 -2.651  0.229
H: 2.133 0.033 -2.623  0.207
H: 1.583 1.229 -0.686  0.179
H: 2.662 -0.134 -0.341  0.196
H: -1.271 -0.834 2.038  0.188
H: -2.541 -0.494 0.886  0.211
H: -1.546 1.948 1.043  0.214
H: -1.580 1.402 2.836  0.221
H: -0.238 1.267 1.957  0.223

Atoms 1-6, force components in eV/Å:
-1.1 0.0 -0.3
0.9 -2.2 -1.0
-1.0 0.5 0.6
0.2 0.7 1.0
0.2 0.3 0.5
1.2 1.6 -2.8

# 2
The following is a quantum chemistry calculation of a structure of composition CH2CuLiO, from the Open Molecules 2025 dataset.

Calculated values
ΔE to the lowest compared entry with this formula, charge and spin   0.0000 eV
LUMO (alpha / beta)   -1.22 / -2.72 eV
Charge   0
Multiplicity   3

Each line ends with the natural charge from an NBO analysis.
Cartesian coordinates (Å):
C: -0.683 0.056 0.576  -0.116
O: 0.102 -0.810 0.144  -0.573
H: -0.246 1.096 0.565  0.230
Cu: -2.179 -0.561 1.805  0.452
Li: 1.468 -0.674 -1.145  0.777
H: 1.537 0.893 -1.944  -0.771

Force components x, y, z for each atom (eV/Å):
0.9 -0.5 -1.3
-1.1 0.5 1.0
-0.6 -0.3 0.7
0.7 0.3 -0.2
0.0 0.6 -0.4
0.1 -0.5 0.3

# 3
The following is a quantum chemistry calculation of a cluster of 2 separate species, C3H4BrClF2 in total, from the Open Molecules 2025 dataset.

Calculated values
ΔE to the lowest compared entry with this formula, charge and spin   1.1460 eV
LUMO   0.78 eV
Charge   0

Each line ends with the natural charge from an NBO analysis.
Cartesian coordinates (Å):
C: 0.610 -1.209 0.441  -0.434
C: -0.376 -0.543 -0.455  -0.346
C: -0.240 1.563 -0.129  0.619
F: -1.264 2.105 -0.769  -0.324
F: -0.374 1.715 1.182  -0.332
Cl: 2.254 -0.627 0.068  -0.059
Br: -2.185 -0.999 -0.082  0.054
H: 0.409 -1.008 1.495  0.234
H: 0.611 -2.291 0.270  0.228
H: -0.173 -0.589 -1.520  0.217
H: 0.728 1.883 -0.501  0.144

Atoms 1-6, force components in eV/Å:
-0.1 -0.4 0.1
0.2 4.2 0.3
-0.1 -4.2 -0.6
-0.1 0.2 0.0
0.0 0.2 0.2
0.1 0.1 0.0

# 4
The following is a quantum chemistry calculation of an isolated molecule of C4H12N4, from the Open Molecules 2025 dataset.

Calculated values
ΔE to the lowest compared entry with this formula, charge and spin   4.2604 eV
LUMO (alpha / beta)   -1.04 / -0.12 eV
Charge   0

Each line ends with the natural charge from an NBO analysis.
Cartesian coordinates (Å):
C: -0.926 -0.082 -0.026  0.263
C: 1.653 0.049 -0.225  0.019
C: 0.343 -0.474 -0.839  -0.429
C: -0.899 -0.690 1.377  -0.620
N: 2.239 -0.682 0.793  -0.521
N: 1.768 1.406 -0.042  -0.568
N: -2.048 -0.667 -0.759  -0.834
N: -1.092 1.367 0.111  -0.846
H: 3.080 -0.198 1.101  0.337
H: 1.894 1.899 -0.928  0.325
H: 2.508 -0.659 -0.790  0.329
H: -2.915 -0.451 -0.277  0.367
H: -1.146 1.815 -0.799  0.349
H: -2.115 -0.275 -1.693  0.350
H: -0.309 1.780 0.612  0.381
H: 0.240 -0.052 -1.844  0.208
H: 0.407 -1.559 -0.927  0.236
H: -0.065 -0.295 1.954  0.219
H: -0.780 -1.770 1.315  0.221
H: -1.836 -0.463 1.886  0.216

Atoms 1-6, force components in eV/Å:
0.1 0.0 -0.1
0.4 -0.1 -0.1
0.0 0.0 0.2
0.0 0.0 -0.3
-0.1 -1.7 0.6
0.7 0.3 -0.7

# 5
The following is a quantum chemistry calculation of a structure of composition C15H32N5Nb, from the Open Molecules 2025 dataset.

Calculated values
LUMO   -0.72 eV
Charge   0

Each line ends with the natural charge from an NBO analysis.
Cartesian coordinates (Å):
Nb: 0.015 -0.278 0.875  1.934
N: 0.210 -2.019 1.853  -0.644
N: -0.950 0.973 2.112  -0.691
N: 1.104 -0.555 -1.038  -0.641
N: 0.068 1.370 -0.674  -0.623
H: -1.219 -1.431 3.300  0.212
C: -0.636 -2.312 3.006  -0.417
H: 0.006 -2.600 3.855  0.198
H: -1.329 -3.141 2.799  0.198
H: 0.864 -3.948 1.278  0.193
C: 1.264 -3.006 1.689  -0.415
H: 1.709 -3.224 2.670  0.200
H: 2.047 -2.641 1.016  0.213
C: -2.338 1.353 1.894  -0.414
H: -2.432 2.446 1.783  0.192
H: -2.737 0.880 0.992  0.212
H: -2.956 1.023 2.746  0.196
H: -0.425 2.565 3.406  0.194
C: -0.449 1.463 3.393  -0.418
H: -1.103 1.120 4.212  0.188
H: 0.566 1.105 3.586  0.237
C: 1.759 -1.627 -1.803  -0.040
H: 1.257 -2.556 -1.492  0.187
C: 3.226 -1.746 -1.411  -0.604
H: 3.365 -1.847 -0.328  0.217
H: 3.660 -2.633 -1.890  0.208
H: 3.787 -0.866 -1.747  0.213
C: 1.584 -1.433 -3.297  -0.627
H: 2.002 -2.299 -3.824  0.221
H: 0.526 -1.351 -3.565  0.224
H: 2.124 -0.536 -3.629  0.204
H: -1.133 3.955 -2.521  0.220
C: -0.590 3.015 -2.382  -0.627
H: 0.442 3.163 -2.719  0.206
H: -1.077 2.257 -3.004  0.217
C: -0.631 2.632 -0.919  -0.038
H: -1.681 2.464 -0.624  0.185
C: -0.061 3.698 0.003  -0.603
H: -0.123 3.393 1.055  0.217
H: 0.992 3.891 -0.239  0.216
H: -0.625 4.631 -0.119  0.205
H: 0.730 0.841 -2.628  0.185
C: 0.657 0.589 -1.556  0.355
C: -1.765 -1.321 -0.013  -0.888
H: -1.204 -2.236 -0.276  0.234
H: -2.389 -1.435 0.882  0.237
C: -2.283 -0.545 -1.131  -0.169
H: -3.034 0.225 -0.904  0.196
C: -1.941 -0.838 -2.408  -0.511
H: -1.397 -1.762 -2.612  0.185
H: -2.325 -0.283 -3.266  0.198
N: 2.936 0.960 1.991  -0.398
C: 1.935 0.457 1.623  -0.129

Atoms 1-6, force components in eV/Å:
-0.6 0.2 0.9
0.5 1.1 0.3
0.0 -1.4 -0.2
-0.6 0.0 0.4
0.1 -0.9 0.6
0.1 -0.2 -0.1

# 6
The following is a quantum chemistry calculation of an isolated molecule of C17H21NO5, from the Open Molecules 2025 dataset.

Calculated values
ΔE to the lowest compared entry with this formula, charge and spin   3.6654 eV
LUMO   0.74 eV
Charge   0
SMILES string   COc1cc2c(cc1OC)CC(=O)N(CCC1OCCO1)C=C2

Each line ends with the natural charge from an NBO analysis.
Cartesian coordinates (Å):
C: 3.353 -1.999 -3.482  -0.249
O: 2.997 -0.612 -3.529  -0.498
C: 2.527 0.024 -2.371  0.254
C: 2.366 -0.661 -1.116  -0.251
C: 2.063 0.030 0.030  -0.088
C: 1.913 1.443 -0.020  -0.012
C: 1.978 2.084 -1.275  -0.260
C: 2.264 1.393 -2.432  0.307
O: 2.451 2.047 -3.631  -0.523
C: 1.490 3.003 -4.048  -0.248
C: 1.641 2.259 1.179  -0.508
C: 0.343 1.840 1.823  0.703
O: -0.393 2.758 2.124  -0.602
N: 0.080 0.519 2.223  -0.467
C: -1.282 0.163 2.749  -0.209
C: -2.152 -0.159 1.511  -0.440
C: -3.570 -0.629 1.891  0.386
O: -4.416 -0.934 0.774  -0.531
C: -5.106 -2.136 0.995  -0.089
C: -4.126 -2.863 1.909  -0.091
O: -3.434 -1.825 2.628  -0.542
C: 1.085 -0.446 2.264  0.014
C: 2.004 -0.721 1.265  -0.255
H: 3.948 -2.232 -2.577  0.175
H: 2.423 -2.621 -3.480  0.176
H: 3.954 -2.245 -4.352  0.202
H: 2.486 -1.744 -1.042  0.218
H: 1.903 3.156 -1.341  0.217
H: 1.630 3.360 -5.100  0.203
H: 1.568 3.895 -3.422  0.165
H: 0.463 2.552 -3.906  0.179
H: 2.486 2.113 1.826  0.239
H: 1.616 3.322 0.952  0.246
H: -1.698 0.992 3.335  0.230
H: -1.219 -0.721 3.426  0.220
H: -2.194 0.745 0.844  0.227
H: -1.690 -0.961 0.925  0.214
H: -4.110 0.158 2.441  0.148
H: -5.293 -2.692 0.083  0.198
H: -6.031 -1.982 1.559  0.163
H: -3.392 -3.419 1.352  0.172
H: -4.694 -3.542 2.598  0.188
H: 1.085 -1.142 3.048  0.199
H: 2.683 -1.572 1.370  0.220

Atoms 1-6, force components in eV/Å:
-0.9 0.0 1.0
-0.3 0.5 0.7
0.4 -2.2 0.4
0.5 0.4 -2.4
0.2 1.5 0.1
-0.2 -0.5 -2.0

# 7
The following is a quantum chemistry calculation of an isolated molecule of C3H4N2O, from the Open Molecules 2025 dataset.

Calculated values
ΔE to the lowest compared entry with this formula, charge and spin   4.2203 eV
LUMO   -0.28 eV
Charge   0

Each line ends with the natural charge from an NBO analysis.
Cartesian coordinates (Å):
O: 1.700 -0.917 0.251  -0.624
C: 0.386 -0.265 0.083  0.287
C: -0.922 -0.372 0.495  -0.425
C: -1.464 0.645 -0.326  -0.070
N: -0.552 1.232 -1.113  -0.283
N: 0.616 0.643 -0.840  -0.415
H: 2.114 -0.670 1.101  0.532
H: -1.410 -1.013 1.213  0.238
H: -2.496 0.969 -0.372  0.202
H: 2.028 -0.253 -0.491  0.559

Atoms 1-6, force components in eV/Å:
0.2 0.1 0.1
-0.1 0.3 -0.3
0.1 0.0 0.0
-0.2 0.1 -0.1
-0.3 0.0 0.1
0.0 -0.1 0.1

# 8
The following is a quantum chemistry calculation of a cluster of 2 separate species, C4H7NO2 in total, from the Open Molecules 2025 dataset.

Calculated values
ΔE to the lowest compared entry with this formula, charge and spin   5.0528 eV
LUMO (alpha / beta)   -0.88 / -0.88 eV
Charge   0
SMILES string   O=NC1=CCC1.O

Each line ends with the natural charge from an NBO analysis.
Cartesian coordinates (Å):
O: 0.571 -2.378 -0.748  -0.346
N: -0.285 -1.665 -1.264  0.130
C: -0.313 -0.367 -0.756  -0.030
C: 0.559 0.403 -0.066  -0.010
C: -0.481 1.435 0.251  -0.435
C: -1.386 0.697 -0.790  -0.403
H: 1.633 0.416 0.050  0.213
H: -0.862 1.309 1.272  0.238
H: -0.226 2.483 0.085  0.214
H: -2.407 0.439 -0.503  0.211
H: -1.387 1.236 -1.741  0.216
O: 1.294 -1.237 1.717  -0.940
H: 1.068 -1.756 0.920  0.483
H: 2.222 -1.015 1.575  0.459

Atoms 1-6, force components in eV/Å:
-0.3 0.2 -0.3
0.3 0.0 0.0
0.1 0.1 0.0
0.1 0.1 -0.3
0.0 0.2 0.0
-0.3 0.0 -0.1

How do the records compare in F_max? In the order shown, they have 4.54 1.69 4.29 1.82 3.71 3.57 0.51 0.48 eV/Å.
How do the records compare in E_tot? In the order shown, they have -77886.5270 -47955.5084 -91174.1196 -10299.0113 -25073.3838 -29695.0521 -8199.6652 -9842.2269 eV.